{"formula": "C19H21N5O4S2", "method": "ωB97M-V/def2-TZVPD", "multiplicity": 1, "gap_ev": 8.11, "e_above_lowest_kcal_mol": 0.0, "homo_energy_ev": -7.78, "species": ["C", "C", "C", "N", "C", "N", "C", "C", "C", "C", "S", "C", "H", "H", "H", "C", "H", "H", "H", "C", "O", "S", "C", "C", "O", "C", "C", "N", "H", "H", "N", "C", "O", "N", "C", "O", "C", "H", "H", "H", "C", "H", "H", "H", "H", "H", "H", "H", "H", "H", "H"], "positions_angstrom": [[-5.730, -1.051, 0.031], [-4.539, -1.585, -0.157], [-3.394, -1.398, 0.795], [-2.337, -0.601, 0.188], [-1.434, -1.165, -0.656], [-0.492, -0.508, -1.261], [-0.406, 0.802, -0.990], [-1.251, 1.497, -0.138], [-0.908, 2.879, -0.028], [0.179, 3.199, -0.781], [0.819, 1.822, -1.655], [0.825, 4.533, -0.909], [1.612, 4.507, -1.658], [0.089, 5.282, -1.198], [1.257, 4.841, 0.044], [-1.646, 3.868, 0.812], [-2.478, 3.378, 1.307], [-0.983, 4.297, 1.563], [-2.024, 4.681, 0.194], [-2.322, 0.777, 0.502], [-3.154, 1.233, 1.261], [-1.527, -2.883, -0.903], [-0.034, -3.284, -1.862], [1.096, -2.280, -1.936], [1.442, -1.940, -3.065], [1.781, -1.852, -0.730], [2.707, -0.800, -0.822], [3.152, -0.381, -2.005], [3.618, 0.504, -2.099], [2.640, -0.795, -2.798], [3.187, -0.208, 0.308], [2.835, -0.632, 1.588], [3.254, -0.069, 2.574], [2.015, -1.719, 1.654], [1.428, -2.378, 0.563], [0.695, -3.326, 0.774], [1.695, -2.186, 2.993], [1.095, -3.087, 2.891], [2.616, -2.398, 3.535], [1.139, -1.419, 3.532], [4.086, 0.927, 0.218], [5.003, 0.650, -0.303], [3.597, 1.763, -0.287], [4.327, 1.220, 1.240], [0.329, -4.203, -1.397], [-0.360, -3.478, -2.886], [-2.971, -2.365, 1.085], [-3.728, -0.849, 1.679], [-4.319, -2.178, -1.035], [-6.533, -1.191, -0.671], [-5.947, -0.451, 0.899]]}

=====

{"formula": "C19H21N7O8S4Ti", "method": "ωB97M-V/def2-TZVPD", "multiplicity": 1, "gap_ev": 4.86, "charge": -2, "e_above_lowest_kcal_mol": 29.2, "homo_energy_ev": -1.30, "species": ["Ti", "S", "S", "S", "S", "O", "C", "O", "C", "C", "C", "N", "C", "C", "C", "O", "O", "H", "H", "H", "N", "C", "C", "C", "C", "N", "C", "N", "N", "C", "O", "O", "H", "H", "H", "H", "H", "H", "H", "H", "H", "H", "H", "H", "H", "H", "N", "C", "C", "C", "C", "N", "C", "C", "H", "H", "H", "H", "O", "O"], "positions_angstrom": [[0.131, 0.642, -1.061], [-0.276, 3.112, -1.141], [-0.892, 3.954, -2.927], [0.446, 3.512, -4.443], [-0.275, 1.975, -5.564], [-3.943, 1.774, 4.734], [-4.412, 1.255, 3.705], [-5.557, 0.830, 3.464], [-3.393, 1.070, 2.546], [-3.741, 0.385, 1.391], [-2.802, 0.203, 0.386], [-1.559, 0.664, 0.475], [-1.215, 1.314, 1.598], [-2.086, 1.540, 2.642], [0.249, 1.614, 1.673], [0.791, 2.021, 2.697], [0.906, 1.307, 0.599], [-4.747, -0.002, 1.305], [-3.047, -0.342, -0.518], [-1.762, 2.046, 3.540], [0.407, -1.481, 1.753], [1.411, -1.881, 0.776], [2.364, -2.986, 1.236], [3.212, -2.584, 2.440], [4.522, -1.843, 2.124], [4.519, -0.767, 1.159], [3.880, 0.440, 1.286], [3.384, 0.748, 2.520], [3.829, 1.213, 0.252], [0.696, -2.252, -0.536], [0.813, -3.367, -1.016], [-0.029, -1.305, -1.054], [0.802, -0.970, 2.531], [-0.116, -2.272, 2.109], [1.991, -0.988, 0.545], [3.002, -3.273, 0.394], [1.772, -3.871, 1.480], [3.510, -3.479, 2.993], [2.596, -2.006, 3.139], [5.232, -2.578, 1.736], [4.949, -1.471, 3.062], [4.707, -1.002, 0.199], [3.250, -0.020, 3.158], [2.593, 1.395, 2.513], [2.767, 0.669, -0.933], [3.314, 2.063, 0.459], [-5.573, -0.206, -5.976], [-4.692, -0.025, -5.257], [-3.607, 0.196, -4.348], [-2.475, -0.612, -4.379], [-1.466, -0.364, -3.467], [-1.533, 0.599, -2.546], [-2.616, 1.395, -2.538], [-3.670, 1.226, -3.409], [-2.371, -1.407, -5.101], [-0.579, -0.983, -3.445], [-2.636, 2.153, -1.770], [-4.525, 1.884, -3.364], [1.426, 1.025, -2.342], [2.125, 0.115, -1.483]]}

=====

{"formula": "C19H21NO5S2", "method": "ωB97M-V/def2-TZVPD", "multiplicity": 1, "gap_ev": 8.46, "e_above_lowest_kcal_mol": 32.7, "homo_energy_ev": -8.18, "species": ["C", "C", "C", "C", "C", "C", "S", "O", "O", "C", "C", "C", "C", "C", "C", "C", "C", "S", "O", "O", "H", "H", "H", "H", "H", "H", "H", "H", "H", "H", "O", "C", "C", "C", "C", "C", "N", "H", "H", "H", "H", "H", "H", "H", "H", "H", "H", "H"], "positions_angstrom": [[3.764, -2.726, 1.054], [2.397, -2.640, 1.321], [1.833, -1.384, 1.521], [2.557, -0.216, 1.422], [3.925, -0.293, 1.135], [4.526, -1.549, 0.967], [1.586, 1.299, 1.625], [1.982, 1.887, 2.882], [1.713, 2.089, 0.414], [-0.029, 0.584, 1.755], [-1.198, 1.210, 1.222], [-2.356, 0.258, 1.205], [-2.726, -0.443, 2.373], [-3.842, -1.294, 2.347], [-4.658, -1.344, 1.210], [-4.348, -0.539, 0.107], [-3.190, 0.237, 0.098], [0.076, -1.213, 1.817], [-0.543, -1.881, 0.699], [-0.127, -1.725, 3.161], [4.220, -3.710, 0.925], [1.750, -3.516, 1.370], [4.491, 0.634, 1.042], [5.600, -1.611, 0.770], [-0.900, 1.777, 0.321], [-2.145, -0.318, 3.299], [-4.046, -1.919, 3.223], [-5.550, -1.969, 1.195], [-4.992, -0.514, -0.775], [-2.886, 0.844, -0.769], [-2.106, 2.845, -1.074], [-2.032, 4.063, -0.327], [-2.726, 3.893, 1.015], [-2.325, 5.032, 1.958], [-2.104, 4.402, 3.330], [-1.851, 2.912, 3.087], [-2.366, 2.606, 1.730], [-1.752, 2.997, -1.969], [-0.967, 4.360, -0.202], [-2.554, 4.855, -0.901], [-3.817, 3.880, 0.809], [-1.390, 5.466, 1.571], [-3.068, 5.844, 1.937], [-1.265, 4.837, 3.875], [-3.000, 4.483, 3.949], [-0.801, 2.617, 3.074], [-2.359, 2.238, 3.794], [-3.292, 2.163, 1.918]]}

=====

{"formula": "C19H22BN4O10", "method": "ωB97M-V/def2-TZVPD", "multiplicity": 1, "gap_ev": 6.50, "charge": 1, "e_above_lowest_kcal_mol": 33.0, "homo_energy_ev": -10.97, "species": ["N", "C", "C", "O", "C", "C", "C", "C", "N", "N", "C", "B", "N", "O", "H", "H", "H", "H", "H", "H", "H", "H", "H", "H", "H", "H", "H", "H", "C", "C", "C", "O", "C", "C", "C", "O", "O", "O", "H", "H", "H", "H", "C", "C", "C", "O", "C", "C", "C", "O", "O", "O", "H", "H", "H", "H"], "positions_angstrom": [[3.944, 1.141, 4.643], [4.736, 0.229, 3.746], [3.878, -1.012, 3.220], [3.600, -0.968, 1.820], [2.612, -1.255, 4.103], [1.355, -0.451, 3.689], [1.409, 0.778, 2.876], [0.087, 1.381, 2.547], [-1.087, 0.891, 2.930], [-1.057, -0.174, 3.678], [0.006, -0.907, 4.112], [-0.197, -2.221, 5.054], [-0.217, -1.957, 6.494], [-0.334, -3.531, 4.565], [3.908, 2.034, 4.151], [4.498, 1.258, 5.496], [5.272, 0.768, 2.927], [5.540, -0.203, 4.408], [4.547, -1.910, 3.377], [4.418, -0.924, 1.301], [2.340, -2.346, 3.976], [2.820, -1.142, 5.202], [2.370, 1.209, 2.540], [0.095, 2.308, 1.927], [-1.975, -0.526, 3.981], [0.352, -2.638, 7.004], [0.263, -1.058, 6.639], [0.558, -3.917, 4.497], [-3.800, -1.290, -2.155], [-4.514, -1.722, -1.108], [-4.276, -1.191, 0.270], [-4.958, -1.595, 1.193], [-3.216, -0.200, 0.450], [-2.502, 0.227, -0.594], [-2.757, -0.283, -1.975], [-2.093, 0.149, -2.898], [-1.518, 1.138, -0.453], [-5.475, -2.649, -1.247], [-3.962, -1.663, -3.156], [-3.043, 0.163, 1.453], [-1.161, 1.277, -1.353], [-5.840, -2.786, -0.352], [-1.101, 1.738, -5.854], [-0.053, 2.566, -5.887], [0.783, 2.720, -7.115], [1.717, 3.501, -7.105], [0.440, 1.914, -8.285], [-0.606, 1.082, -8.252], [-1.459, 0.948, -7.031], [-2.413, 0.193, -7.050], [-0.940, 0.328, -9.314], [0.299, 3.303, -4.814], [-1.714, 1.620, -4.971], [1.063, 2.021, -9.162], [-1.727, -0.180, -9.037], [1.082, 3.815, -5.096]]}

=====

Number 1: largest force on an atom 0.01648 Eh/bohr. Number 2: largest force on an atom 0.01982 Eh/bohr. Number 3: largest force on an atom 0.08034 Eh/bohr. Number 4: largest force on an atom 0.07423 Eh/bohr.